--- one ---
Computed, not measured: a single C4H9NO3 molecule, with ωB97M-V/def2-TZVPD.

XYZ file:
```
17
C4H9NO3, DFT ωB97M-V/def2-TZVPD
O -1.228 -1.273 -1.287
C -1.285 -0.909 -0.186
C -0.278 0.163 0.282
C -0.971 1.583 0.600
O -1.979 1.384 1.563
N 0.698 0.221 -0.818
C 2.072 -0.062 -0.228
O 2.632 -1.327 -0.148
H -2.172 -1.120 0.496
H 0.182 -0.195 1.292
H -0.183 2.404 0.956
H -1.449 1.908 -0.325
H -1.836 1.961 2.274
H 0.423 -0.401 -1.662
H 2.824 0.507 -0.886
H 2.297 0.355 0.669
H 2.404 -1.889 -0.928
```

Results
- structure (SMILES) = O=C[C@H](CO)NCO
- frontier orbital gap (eV) = 9.90
- lowest unoccupied orbital energy (eV) = 0.7

natural (NBO) atomic charge list, values in e, 6 entries: number 1, O, carries -0.52; number 2, C, carries 0.45; number 3, C, carries -0.18; number 4, C, carries -0.05; number 5, O, carries -0.73; number 6, N, carries -0.67

---

--- two ---
Computed, not measured: a single C4H9NO3 molecule, with ωB97M-V/def2-TZVPD.

XYZ file:
```
17
C4H9NO3, DFT ωB97M-V/def2-TZVPD
O 2.120 -0.787 1.010
C 1.729 -0.778 -0.174
O 1.869 -1.839 -0.886
C 0.528 0.037 -0.673
C -0.559 -0.379 0.467
C -2.054 -0.024 0.347
O -2.190 1.272 1.029
N 0.701 1.498 -0.692
H 2.658 -2.522 -0.606
H 0.041 -0.219 -1.752
H -0.507 -1.360 0.937
H -0.259 0.218 1.451
H -2.681 -0.620 0.949
H -2.426 -0.023 -0.677
H 1.402 1.770 0.037
H 1.234 1.751 -1.512
H -1.606 2.004 0.744
```

Results
- structure (SMILES) = N[C@H](CCO)C(=O)O
- frontier orbital gap (eV) = 10.23
- lowest unoccupied orbital energy (eV) = 0.4

natural (NBO) atomic charge list, values in e, 6 entries: number 1, O, carries -0.61; number 2, C, carries 0.75; number 3, O, carries -0.67; number 4, C, carries -0.14; number 5, C, carries -0.45; number 6, C, carries -0.07

---

--- three ---
Computed, not measured: a molecular structure, C4H9NO3, with ωB97M-V/def2-TZVPD.

XYZ file:
```
17
C4H9NO3, DFT ωB97M-V/def2-TZVPD
C -0.778 0.272 0.364
C 0.208 0.673 -0.621
C 0.878 -0.653 -0.290
C 0.092 -0.688 1.019
H -2.282 -0.105 -1.256
H -2.630 -0.573 0.438
H -0.921 1.062 1.080
H -0.077 1.009 -1.602
H 2.057 1.673 -0.216
H 2.028 -0.411 -0.367
H -0.360 -1.743 -1.349
H -0.201 -1.567 1.798
H 1.349 0.891 1.034
N -1.866 -0.469 -0.337
O 0.924 1.832 -0.077
O 0.534 -1.475 -1.360
O 1.046 0.271 1.743
```

Results
- frontier orbital gap (eV) = 10.14
- lowest unoccupied orbital energy (eV) = 0.6

natural (NBO) atomic charge list, values in e, 6 entries: number 1, C, carries -0.11; number 2, C, carries 0.03; number 3, C, carries 0.10; number 4, C, carries 0.05; number 5, H, carries 0.39; number 6, H, carries 0.38

---

Which of them is most stable? Easy: two.

---

--- one ---
Computed, not measured: 3 unconnected molecules or ions with the total composition C2H11NO3, with ωB97M-V/def2-TZVPD.

XYZ file:
```
17
C2H11NO3, DFT ωB97M-V/def2-TZVPD
C 1.705 -0.159 2.022
N 0.933 -0.605 0.810
C 0.775 0.585 -0.029
O -0.005 0.271 -1.264
H 1.786 0.861 2.128
H 1.393 -0.684 2.949
H 2.811 -0.447 1.903
H 0.044 -0.952 1.228
H 1.755 0.884 -0.179
H 0.059 1.327 0.276
H 0.594 -0.307 -1.801
H -3.069 0.569 -0.381
H -1.658 1.104 -0.574
O -2.317 0.992 0.097
H -1.482 -1.442 -3.144
H -1.486 -0.648 -1.771
O -1.838 -1.347 -2.270
```

Results
- structure (SMILES) = CNCO.O.O
- frontier orbital gap (eV) = 10.31
- lowest unoccupied orbital energy (eV) = 0.7

natural (NBO) atomic charge list, values in e, 6 entries: number 1, C, carries -0.43; number 2, N, carries -0.63; number 3, C, carries 0.09; number 4, O, carries -0.78; number 5, H, carries 0.18; number 6, H, carries 0.21

---

--- two ---
Computed, not measured: 3 unconnected molecules or ions with the total composition C2H11NO3, with ωB97M-V/def2-TZVPD.

XYZ file:
```
17
C2H11NO3, DFT ωB97M-V/def2-TZVPD
C 1.178 -0.742 0.209
N 0.851 -0.784 -1.315
C 0.504 0.420 -1.816
O -0.591 0.907 -1.069
H 2.330 -0.536 0.145
H 1.112 -1.647 0.855
H 0.778 0.100 0.761
H 0.574 -1.638 -1.796
H 1.281 1.226 -1.605
H 0.063 0.655 -2.899
H -1.388 0.536 -1.537
H -0.893 -1.793 1.547
H 0.152 -1.789 2.584
O -0.854 -1.708 2.535
H -1.353 2.398 1.765
H -1.801 1.811 0.546
O -1.943 2.585 1.091
```

Results
- structure (SMILES) = CNCO.O.O
- frontier orbital gap (eV) = 9.72
- lowest unoccupied orbital energy (eV) = 0.5

natural (NBO) atomic charge list, values in e, 6 entries: number 1, C, carries -0.44; number 2, N, carries -0.68; number 3, C, carries 0.07; number 4, O, carries -0.77; number 5, H, carries 0.20; number 6, H, carries 0.20

---

Which of them is most stable? Easy: one.

---

--- one ---
Computed, not measured: a single C3H6Cl2O molecule, with ωB97M-V/def2-TZVPD.

XYZ file:
```
12
C3H6Cl2O, DFT ωB97M-V/def2-TZVPD
C 1.867 -0.272 -0.443
C 0.459 -0.069 -1.001
C -0.428 0.522 0.125
H 3.347 -0.046 -1.524
H 2.060 0.729 -0.083
H 1.850 -0.701 0.563
H 0.346 0.608 -1.862
H -0.078 -1.008 -1.234
H -0.030 1.523 0.480
O 2.842 -0.796 -1.320
Cl -0.283 -0.470 1.565
Cl -2.166 0.716 -0.263
```

Results
- structure (SMILES) = OCCC(Cl)Cl
- frontier orbital gap (eV) = 11.33
- lowest unoccupied orbital energy (eV) = 0.7

natural (NBO) atomic charge list, values in e, 6 entries: number 1, C, carries -0.09; number 2, C, carries -0.45; number 3, C, carries -0.21; number 4, H, carries 0.47; number 5, H, carries 0.15; number 6, H, carries 0.20

---

--- two ---
Computed, not measured: a single C3H6Cl2O molecule, with ωB97M-V/def2-TZVPD.

XYZ file:
```
12
C3H6Cl2O, DFT ωB97M-V/def2-TZVPD
C -2.036 0.125 0.270
C -0.779 -0.672 -0.007
C 0.606 -0.097 0.534
H -3.618 -1.075 0.175
H -2.202 0.286 1.363
H -1.869 1.092 -0.155
H -0.941 -1.707 0.235
H -0.529 -0.737 -1.051
H 0.777 0.048 1.577
O -3.051 -0.496 -0.346
Cl 0.649 1.546 -0.136
Cl 2.060 -0.962 -0.109
```

Results
- structure (SMILES) = OCCC(Cl)Cl
- frontier orbital gap (eV) = 11.17
- lowest unoccupied orbital energy (eV) = 0.7

natural (NBO) atomic charge list, values in e, 6 entries: number 1, C, carries -0.06; number 2, C, carries -0.44; number 3, C, carries -0.18; number 4, H, carries 0.48; number 5, H, carries 0.16; number 6, H, carries 0.19

---

Which of them is most stable? Easy: two.